Here is an isolated molecule of C6H8FN in a non-equilibrium geometry from OMol25. Energies are from the ωB97M-V functional and the def2-TZVPD basis.

Summary:
E: -387.9350 Ha
Relative energy (zero: lowest compared OMol25 entry of this formula, charge and spin): 64.8 kcal/mol
Structure (SMILES): C/C=N/C=C\C=C\F
HOMO-LUMO gap: 8.84 eV
HOMO energy: -8.08 eV

ORCA input file:
```
! wB97M-V def2-TZVPD RIJCOSX def2/J DEFGRID3
* xyz 0 1
C -1.1216 -0.9966 -2.1046
C -0.1289 -0.9974 -0.9796
N 0.6319 -0.0414 -0.7925
C 1.6839 0.1054 0.1056
C 1.5430 0.6958 1.3010
C 0.2756 0.9049 1.9430
C -0.8786 1.0780 1.2640
F -2.0382 1.3529 1.8787
H -0.5853 -0.4694 -2.9175
H -1.9879 -0.3776 -1.7936
H -1.3411 -2.1431 -2.3917
H -0.3061 -1.9292 -0.3029
H 2.6256 0.1332 -0.5034
H 2.3574 0.6796 2.0844
H 0.1330 0.6741 2.9717
H -0.8626 1.3308 0.2376
*
```

natural (NBO) population analysis, charges in e, atoms 1 to 8: number 1, C, carries -0.677; number 2, C, carries 0.187; number 3, N, carries -0.461; number 4, C, carries -0.014; number 5, C, carries -0.284; number 6, C, carries -0.320; number 7, C, carries 0.246; number 8, F, carries -0.333

Here is an isolated molecule of C6H8FN3O3 in a non-equilibrium geometry from OMol25. Energies are from the ωB97M-V functional and the def2-TZVPD basis.

Summary:
E: -723.0664 Ha
Relative energy (zero: lowest compared OMol25 entry of this formula, charge and spin): 61.0 kcal/mol
Structure (SMILES): O=[N+]([O-])c1nccn1C[C@@H](O)CF
HOMO-LUMO gap: 8.19 eV
HOMO energy: -9.07 eV

ORCA input file:
```
! wB97M-V def2-TZVPD RIJCOSX def2/J DEFGRID3
* xyz 0 1
O 1.4588 -1.2665 1.2511
N 1.9168 -0.8170 0.1799
O 3.0035 -1.2126 -0.2624
C 1.3259 0.4267 -0.0419
N 1.8390 1.5247 -0.6268
C 0.8754 2.3835 -0.6593
C -0.2654 1.9998 0.1205
N 0.0208 0.7363 0.5905
C -1.0778 -0.0941 1.1177
C -2.1671 -0.4856 0.3295
O -2.9596 0.6970 0.2277
C -1.7479 -0.9536 -1.0637
F -0.8721 -2.0389 -1.0509
H 1.2491 3.2000 -1.2355
H -1.3448 2.3506 0.2618
H -1.3311 0.4396 2.0293
H -0.5230 -0.8808 1.3893
H -2.6656 -1.1871 0.8874
H -3.9670 0.3114 0.0137
H -2.4654 -1.3271 -1.8523
H -1.2199 -0.0668 -1.5891
*
```

natural (NBO) population analysis, charges in e, atoms 1 to 8: number 1, O, carries -0.416; number 2, N, carries 0.472; number 3, O, carries -0.327; number 4, C, carries 0.345; number 5, N, carries -0.366; number 6, C, carries -0.095; number 7, C, carries -0.048; number 8, N, carries -0.303

Here is an isolated molecule of C6H8FN3O5 in a non-equilibrium geometry from OMol25. Energies are from the ωB97M-V functional and the def2-TZVPD basis.

Summary:
E: -873.6313 Ha
Relative energy (zero: lowest compared OMol25 entry of this formula, charge and spin): 21.7 kcal/mol
Structure (SMILES): CN(/C=C(/F)[N+](=O)[O-])C(=O)N(C)C(=O)O
HOMO-LUMO gap: 8.73 eV
HOMO energy: -9.26 eV

ORCA input file:
```
! wB97M-V def2-TZVPD RIJCOSX def2/J DEFGRID3
* xyz 0 1
C 0.1238 2.1806 0.8038
N -0.3404 0.8130 0.7503
C -0.5076 0.2304 1.9901
C -1.2962 -0.7703 2.4079
F -1.3756 -1.0217 3.7041
N -2.0428 -1.8143 1.7349
O -1.9260 -1.9866 0.5197
O -2.6931 -2.4465 2.5001
C -0.6467 0.4203 -0.5418
O -1.1807 1.2190 -1.2670
N -0.3041 -0.8056 -1.0319
C -1.0578 -1.2394 -2.2128
C 0.7278 -1.6233 -0.5727
O 1.1636 -2.5952 -1.1144
O 1.1075 -1.2235 0.7128
H 0.5044 2.4071 1.8150
H 0.8493 2.2679 0.0549
H -0.7378 2.7641 0.6101
H -0.0763 0.7954 2.8129
H -0.5436 -2.0122 -2.9422
H -1.9133 -1.6589 -1.8392
H -1.2896 -0.2768 -2.7122
H 1.8053 -1.7551 1.0650
*
```

natural (NBO) population analysis, charges in e, atoms 1 to 8: number 1, C, carries -0.378; number 2, N, carries -0.443; number 3, C, carries 0.031; number 4, C, carries 0.341; number 5, F, carries -0.295; number 6, N, carries 0.498; number 7, O, carries -0.429; number 8, O, carries -0.327

Here is a structure of composition C6H8HoO5 in a non-equilibrium geometry from OMol25. Energies are from the ωB97M-V functional and the def2-TZVPD basis.

Summary:
E: -1556.9300 Ha
Expectation value of S²: 8.75
HOMO-LUMO gap (alpha / beta): 6.92 / 6.33 eV
HOMO energy (alpha / beta): -15.86 / -16.70 eV

ORCA input file:
```
! wB97M-V def2-TZVPD RIJCOSX def2/J DEFGRID3
* xyz 2 6
Ho -3.6509 0.3962 -2.4203
O -1.3773 0.7154 -1.8349
O -0.0877 -1.1081 -1.4140
C 1.3187 -1.3303 -1.4184
C 1.8592 -0.0039 -1.9399
O 0.8567 0.9320 -1.5508
C -0.3271 0.2673 -1.2296
H 1.6727 -1.5527 -0.4011
H 1.5322 -2.1793 -2.0749
H 1.9518 0.0006 -3.0343
H 2.8116 0.2818 -1.4795
O -1.6600 0.3349 0.8945
C -1.5338 0.3552 2.3504
C -0.0160 0.4427 2.5454
O 0.4773 0.4666 1.1689
C -0.5036 0.3899 0.3643
H -2.0854 1.2293 2.7055
H -1.9828 -0.5711 2.7178
H 0.4240 -0.4332 3.0289
H 0.3204 1.3668 3.0219
*
```

natural (NBO) population analysis, charges in e, atoms 1 to 8: number 1, Ho, carries 1.838; number 2, O, carries -0.953; number 3, O, carries -0.515; number 4, C, carries -0.109; number 5, C, carries -0.102; number 6, O, carries -0.499; number 7, C, carries 0.741; number 8, H, carries 0.186

Here is a structure of composition C6H8IN2O7PtS4Sb from OMol25. Energies are from the ωB97M-V functional and the def2-TZVPD basis.

Summary:
E: -3119.7025 Ha
Relative energy (zero: lowest compared OMol25 entry of this formula, charge and spin): 20.9 kcal/mol
Expectation value of S²: 8.78
HOMO-LUMO gap (alpha / beta): 7.62 / 5.89 eV
HOMO energy (alpha / beta): -5.19 / -6.32 eV

ORCA input file:
```
! wB97M-V def2-TZVPD RIJCOSX def2/J DEFGRID3
* xyz -1 6
Pt -0.5038 -0.7764 0.4118
S -4.1981 1.4645 2.1759
Sb -3.7263 -0.5920 1.3967
S -2.7568 -0.5298 -0.8362
S -1.7116 -1.5713 2.2352
O 2.2320 -2.3779 -0.7350
S 1.8409 -2.6121 0.8170
O 3.0450 -3.1430 1.3798
O 0.6622 -3.4511 0.8447
O 1.5312 -1.2226 1.2896
N 1.0606 -3.2264 -2.6013
C 1.2398 -2.0592 -1.7569
O 0.0129 -1.6857 -1.3185
C 1.9077 -0.9809 -2.6217
I 2.0329 0.9252 -1.6717
H 0.3702 -3.8071 -2.1355
H 1.9310 -3.7464 -2.6168
H 1.3253 -0.8401 -3.5239
H 2.9285 -1.2686 -2.8570
O -2.2065 1.8524 -0.8516
C -1.4847 2.1405 0.1033
C -1.3822 3.5553 0.6394
C -0.3639 3.4471 1.7650
C -0.0598 1.9571 1.8580
O 0.6347 1.4382 2.6874
N -0.7122 1.2858 0.8143
H -2.3785 3.8332 0.9851
H -1.1055 4.2313 -0.1684
H -0.7353 3.7891 2.7295
H 0.5703 3.9708 1.5619
*
```

natural (NBO) population analysis, charges in e, atoms 1 to 8: number 1, Pt, carries 1.299; number 2, S, carries -0.621; number 3, Sb, carries 0.988; number 4, S, carries -0.201; number 5, S, carries -0.434; number 6, O, carries -0.784; number 7, S, carries 2.573; number 8, O, carries -0.957

Here is the ion C6H8IN4O3 with charge +1 from OMol25. Energies are from the ωB97M-V functional and the def2-TZVPD basis.

Summary:
E: -975.6132 Ha
Relative energy (zero: lowest compared OMol25 entry of this formula, charge and spin): 0.0 kcal/mol
Structure (SMILES): CC(=O)OC(=O)CNc1ncn(I)[nH+]1
HOMO-LUMO gap: 8.22 eV
HOMO energy: -13.29 eV

ORCA input file:
```
! wB97M-V def2-TZVPD RIJCOSX def2/J DEFGRID3
* xyz 1 1
C -2.1827 -0.0055 -3.3432
C -1.6682 -1.1699 -2.5508
O -2.2732 -2.1220 -2.2088
O -0.2769 -1.0103 -2.2653
C 0.2367 -1.5559 -1.1278
O 0.0251 -2.6446 -0.7032
C 1.2367 -0.6166 -0.4490
N 1.1735 -0.8306 0.9845
C 0.9921 0.0923 1.9118
N 0.8905 -0.1814 3.2286
C 0.7139 0.9820 3.8123
N 0.6956 1.9967 2.9464
I 0.4966 3.9958 3.2104
N 0.8803 1.4193 1.7089
H -2.2571 -0.3203 -4.3885
H -1.5339 0.8646 -3.2958
H -3.1920 0.2210 -2.9993
H 2.2314 -0.8778 -0.8267
H 1.0415 0.4205 -0.7154
H 1.2507 -1.7814 1.3240
H 0.5877 1.1445 4.8740
H 0.9318 1.9794 0.8730
*
```

natural (NBO) population analysis, charges in e, atoms 1 to 8: number 1, C, carries -0.731; number 2, C, carries 0.797; number 3, O, carries -0.479; number 4, O, carries -0.563; number 5, C, carries 0.787; number 6, O, carries -0.493; number 7, C, carries -0.324; number 8, N, carries -0.540

Here is a structure of composition C6H8LiNaO6 in a non-equilibrium geometry from OMol25. Energies are from the ωB97M-V functional and the def2-TZVPD basis.

Summary:
E: -854.7054 Ha
Relative energy (zero: lowest compared OMol25 entry of this formula, charge and spin): 34.8 kcal/mol
HOMO-LUMO gap: 5.12 eV
HOMO energy: -5.46 eV

ORCA input file:
```
! wB97M-V def2-TZVPD RIJCOSX def2/J DEFGRID3
* xyz 0 1
O -3.0556 0.9898 0.1855
C -2.5176 0.0503 0.9410
C -3.9861 0.4036 -0.7418
O -3.1274 -1.1189 0.7909
C -4.1676 -1.0158 -0.1958
H -3.5377 0.4250 -1.7419
H -4.9061 0.9945 -0.7288
H -4.0137 -1.7969 -0.9460
H -5.1272 -1.1605 0.3138
O -1.3685 0.1169 1.3652
Na 0.0200 -1.7829 2.3291
C 2.3003 -0.3972 1.7483
C 2.7576 -0.3388 0.3366
O 3.1049 1.0463 -0.0985
C 3.7302 1.2235 -1.2543
O 3.9841 0.2506 -2.0184
O 4.2053 2.3770 -1.4768
H 2.1486 0.6177 2.1628
H 3.0717 -0.8714 2.3841
H 1.9889 -0.6808 -0.3729
H 3.6659 -0.9343 0.1607
Li 4.8300 1.6025 -3.1428
*
```

natural (NBO) population analysis, charges in e, atoms 1 to 8: number 1, O, carries -0.465; number 2, C, carries 0.968; number 3, C, carries -0.102; number 4, O, carries -0.491; number 5, C, carries -0.103; number 6, H, carries 0.203; number 7, H, carries 0.207; number 8, H, carries 0.207

Here is a structure of composition C6H8LiO6Rb in a non-equilibrium geometry from OMol25. Energies are from the ωB97M-V functional and the def2-TZVPD basis.

Summary:
E: -716.5042 Ha
Relative energy (zero: lowest compared OMol25 entry of this formula, charge and spin): 0.0 kcal/mol
HOMO-LUMO gap: 6.24 eV
HOMO energy: -6.53 eV

ORCA input file:
```
! wB97M-V def2-TZVPD RIJCOSX def2/J DEFGRID3
* xyz 0 1
O -1.6676 1.5074 -0.0798
C -0.0327 -0.8528 1.2793
C -2.4265 0.4373 -0.4972
O -0.3461 -0.1273 2.2154
O -0.8796 -1.2497 0.3516
C -2.2453 -0.7924 0.3816
H -2.1917 0.1415 -1.5424
H -3.5146 0.6593 -0.4779
H -2.8396 -1.6346 0.0069
H -2.5256 -0.5679 1.4188
Li -0.7775 1.7065 1.5063
O 1.3839 -0.9738 1.0311
C 1.8753 1.5431 0.5321
C 1.8299 -1.4318 -0.2546
O 0.9934 2.3967 0.7284
O 1.6173 0.8948 -0.6921
C 2.4398 -0.2258 -0.9568
H 0.9934 -1.8118 -0.8489
H 2.5818 -2.2100 -0.0866
H 2.4934 -0.4185 -2.0358
H 3.4500 -0.0338 -0.5708
Rb -0.2116 3.0438 -1.4084
*
```

Mulliken population analysis, charges in e, atoms 1 to 8: number 1, O, carries -0.886; number 2, C, carries 0.807; number 3, C, carries -0.400; number 4, O, carries -0.745; number 5, O, carries -0.326; number 6, C, carries -0.571; number 7, H, carries 0.218; number 8, H, carries 0.327

Here is the ion C6H8N with charge +1 in a non-equilibrium geometry from OMol25. Energies are from the ωB97M-V functional and the def2-TZVPD basis.

Summary:
E: -287.7711 Ha
Relative energy (zero: lowest compared OMol25 entry of this formula, charge and spin): 116.2 kcal/mol
HOMO-LUMO gap: 8.02 eV
HOMO energy: -14.67 eV

ORCA input file:
```
! wB97M-V def2-TZVPD RIJCOSX def2/J DEFGRID3
* xyz 1 1
C -2.0820 0.2723 0.0119
C -0.4170 -1.3938 -0.0701
C -1.2911 1.4088 0.0798
C 0.0670 1.4436 0.0794
C 0.5872 -0.0627 0.0034
C 2.0236 -0.3670 0.0672
N -1.7105 -0.9680 -0.0324
H -3.1153 0.4534 -0.1178
H -0.4445 -1.8824 -1.0863
H -1.6646 2.5233 0.1669
H 0.8594 2.1285 0.2029
H 0.0158 -2.2557 0.4071
H 2.0981 -1.2607 0.7922
H 2.6048 0.5766 0.4054
H 2.4690 -0.6163 -0.9097
*
```

natural (NBO) population analysis, charges in e, atoms 1 to 8: number 1, C, carries 0.014; number 2, C, carries -0.356; number 3, C, carries -0.072; number 4, C, carries -0.234; number 5, C, carries 0.411; number 6, C, carries -0.765; number 7, N, carries -0.257; number 8, H, carries 0.229

Here is the ion C6H8N with charge +1 in a non-equilibrium geometry from OMol25. Energies are from the ωB97M-V functional and the def2-TZVPD basis.

Summary:
E: -287.7898 Ha
Relative energy (zero: lowest compared OMol25 entry of this formula, charge and spin): 104.4 kcal/mol
Structure (SMILES): C1=CC=C[NH2+]CC=1
HOMO-LUMO gap: 9.88 eV
HOMO energy: -14.22 eV

ORCA input file:
```
! wB97M-V def2-TZVPD RIJCOSX def2/J DEFGRID3
* xyz 1 1
C -0.6003 1.3758 -0.0424
C -1.6250 0.6340 -0.4857
C -1.6344 -0.6209 0.3241
C -0.4314 -1.2425 0.4322
N 0.6289 -0.7689 -0.4555
C 1.4729 0.4059 -0.0092
C 0.5610 1.4312 0.5017
H -2.3347 0.9235 -1.2182
H -2.5533 -1.0568 0.7759
H -0.1838 -2.0422 0.9752
H 0.1523 -0.3610 -1.2546
H 1.2254 -1.5055 -0.6607
H 2.1392 0.6211 -0.9680
H 2.3738 0.1382 0.7446
H 0.8094 2.0683 1.3406
*
```

natural (NBO) population analysis, charges in e, atoms 1 to 8: number 1, C, carries 0.186; number 2, C, carries -0.355; number 3, C, carries -0.125; number 4, C, carries -0.066; number 5, N, carries -0.523; number 6, C, carries -0.255; number 7, C, carries -0.325; number 8, H, carries 0.273

Please write out number 4 again, unchanged.
Here is a structure of composition C6H8HoO5 in a non-equilibrium geometry from OMol25. Energies are from the ωB97M-V functional and the def2-TZVPD basis.

Summary:
E: -1556.9300 Ha
Expectation value of S²: 8.75
HOMO-LUMO gap (alpha / beta): 6.92 / 6.33 eV
HOMO energy (alpha / beta): -15.86 / -16.70 eV

ORCA input file:
```
! wB97M-V def2-TZVPD RIJCOSX def2/J DEFGRID3
* xyz 2 6
Ho -3.6509 0.3962 -2.4203
O -1.3773 0.7154 -1.8349
O -0.0877 -1.1081 -1.4140
C 1.3187 -1.3303 -1.4184
C 1.8592 -0.0039 -1.9399
O 0.8567 0.9320 -1.5508
C -0.3271 0.2673 -1.2296
H 1.6727 -1.5527 -0.4011
H 1.5322 -2.1793 -2.0749
H 1.9518 0.0006 -3.0343
H 2.8116 0.2818 -1.4795
O -1.6600 0.3349 0.8945
C -1.5338 0.3552 2.3504
C -0.0160 0.4427 2.5454
O 0.4773 0.4666 1.1689
C -0.5036 0.3899 0.3643
H -2.0854 1.2293 2.7055
H -1.9828 -0.5711 2.7178
H 0.4240 -0.4332 3.0289
H 0.3204 1.3668 3.0219
*
```

natural (NBO) population analysis, charges in e, atoms 1 to 8: number 1, Ho, carries 1.838; number 2, O, carries -0.953; number 3, O, carries -0.515; number 4, C, carries -0.109; number 5, C, carries -0.102; number 6, O, carries -0.499; number 7, C, carries 0.741; number 8, H, carries 0.186

E of number 9 (C6H8N)?
-287.7711 Ha

Which formula does entry 10 have?
C6H8N

Look up the E of the ninth one.
-287.7711 Ha